Below is a molecular structure, C23H24FNO4S2W at a distorted geometry, with properties calculated with wB97M-V/def2-TZVPD.

Output
**Multiplicity**: 3
**Orbital gap (alpha / beta)**: 5.595 / 5.802 eV
**HOMO level (alpha / beta)**: -13.46 / -13.41 eV
**Net charge**: +2

```
56
Properties=species:S:1:pos:R:3:forces:R:3:mulliken_charge:R:1
W 9.9176 -11.9337 -8.4872 3.485 1.599 -4.839 1.02
O 11.8871 -12.5426 -8.0528 -0.876 -0.268 0.713 -0.30
S 12.7034 -12.9616 -6.7913 -0.035 0.518 0.489 -0.09
C 12.5973 -11.4598 -5.7054 -0.522 0.460 0.180 -1.09
C 11.4304 -11.2610 -4.7009 0.003 -1.102 0.179 0.08
C 11.1573 -9.8275 -4.2585 -0.500 0.020 -0.587 -1.02
C 10.5778 -8.8564 -5.3140 0.791 -0.322 0.101 -0.84
S 9.1788 -9.3223 -6.3401 0.996 -0.617 -1.001 0.12
O 10.0064 -10.6078 -7.2011 -1.761 2.657 4.331 0.42
C 8.0264 -9.8703 -5.0493 0.175 -1.407 -0.538 0.74
C 7.6460 -8.9674 -4.0778 0.098 0.800 0.709 -0.50
C 6.9743 -9.4126 -2.9221 0.199 -0.446 -0.712 -0.60
C 6.6735 -10.7688 -2.8071 0.268 -0.414 -0.101 -0.51
C 6.9934 -11.6565 -3.8456 -0.105 0.124 -0.082 -0.62
C 7.6482 -11.2045 -4.9938 0.275 -0.518 0.300 -0.07
C 11.9235 -14.3000 -5.8205 -0.211 -0.024 -0.430 1.01
C 12.6758 -14.6433 -4.6999 0.074 0.463 -0.277 -0.78
C 12.2302 -15.6494 -3.8529 1.011 0.650 0.853 -0.47
C 11.0176 -16.2390 -4.0856 -0.635 -0.749 -0.262 -0.59
C 10.3269 -15.9743 -5.2636 -0.206 0.018 -0.508 -0.49
C 10.7901 -15.0418 -6.1981 0.514 0.552 0.770 -0.56
H 12.6947 -10.6197 -6.4105 -0.189 -0.446 -0.149 0.38
H 13.5236 -11.4327 -5.1566 0.522 -0.284 0.195 0.70
H 11.7016 -11.7973 -3.7678 -0.272 0.049 -0.610 0.59
H 10.5042 -11.7113 -5.0835 0.277 -0.028 0.198 -0.04
H 12.0956 -9.3777 -3.9670 0.291 0.327 0.221 0.45
H 10.5244 -9.8376 -3.3663 -0.002 -0.075 -0.192 0.40
H 11.3610 -8.6020 -6.0370 -0.299 0.218 -0.030 0.55
H 10.2377 -7.9524 -4.8156 0.003 0.283 -0.086 0.58
H 7.9094 -7.9167 -4.1765 -0.071 -0.084 0.122 0.41
H 6.7247 -8.7332 -2.1135 0.044 0.062 -0.274 0.43
H 6.2433 -11.1870 -1.8905 0.025 0.373 -0.402 0.40
H 6.7553 -12.7170 -3.7433 0.022 0.361 -0.084 0.44
H 7.9497 -11.9066 -5.7803 -0.196 0.214 0.349 0.21
H 13.6004 -14.1017 -4.5086 -0.035 -0.219 0.157 0.40
H 12.8349 -15.9061 -2.9688 -0.396 0.102 -0.536 0.38
H 10.6222 -16.9842 -3.3947 0.129 0.213 -0.186 0.42
H 9.4206 -16.5363 -5.4737 0.138 0.124 -0.054 0.45
H 10.3045 -14.8795 -7.1491 -0.109 -0.070 0.113 0.45
F 8.5151 -14.3046 -12.8219 0.935 1.478 0.571 -0.31
C 9.2372 -13.2617 -12.2685 0.099 -1.659 0.507 0.32
C 8.8432 -11.9456 -12.5359 0.121 -0.467 -0.189 -0.43
C 9.5606 -10.8885 -11.9849 -0.378 -0.404 0.081 -0.81
C 10.5521 -11.1466 -11.0251 -0.050 -1.906 1.090 0.74
C 11.0134 -10.2990 -9.9697 -1.565 0.561 2.317 -1.21
C 10.9104 -12.5525 -10.7026 0.186 1.315 -0.540 -0.59
C 10.3087 -13.5825 -11.4226 -1.487 -0.252 -1.187 -0.52
H 7.9615 -11.8249 -13.1828 0.619 0.214 0.197 0.48
H 9.3230 -9.8824 -12.2903 -0.072 0.200 0.238 0.50
H 10.4819 -9.3658 -9.7017 0.539 -0.244 -0.886 0.37
H 12.0258 -10.3375 -9.5798 0.077 -0.168 -0.348 0.45
H 11.9297 -12.7000 -10.3082 -0.708 -0.044 0.050 0.57
H 10.6372 -14.6073 -11.3079 -0.102 -0.040 -0.113 0.49
O 7.7447 -11.9194 -9.1098 0.427 -0.416 0.065 -0.30
N 7.9770 -13.0951 -9.2895 0.650 -0.037 1.182 0.22
O 8.9647 -13.5431 -8.2492 -2.211 -1.244 -1.074 -0.45
```
Forces are in eV/Å.

=====

Below is a molecular structure, C23H24I2MoN4O4S, with properties calculated with wB97M-V/def2-TZVPD.

Output
**Multiplicity**: 3
**Orbital gap (alpha / beta)**: 5.941 / 6.089 eV
**Energy above the lowest of the compared OMol25 structures with the same formula, charge and spin**: 0.000 eV
**HOMO level (alpha / beta)**: -12.88 / -12.96 eV
**Net charge**: +2

```
59
Properties=species:S:1:pos:R:3:forces:R:3:mulliken_charge:R:1
Mo -0.1121 0.5603 -0.4862 0.593 0.250 -0.074 0.77
I 1.4768 8.1351 -0.8021 -0.008 0.036 -0.004 0.18
C 1.3772 6.0644 -0.7135 -0.045 -0.078 -0.019 -0.64
C 2.4366 5.3435 -0.1804 0.047 -0.037 0.021 -0.13
C 2.3730 3.9575 -0.1185 -0.153 0.228 -0.081 -0.59
I 3.9567 2.8669 0.6556 0.063 -0.073 0.037 0.06
C 1.2435 3.2997 -0.5882 -0.125 0.013 0.098 0.48
O 1.1905 1.9488 -0.5365 -0.074 -0.498 -0.151 0.03
C 0.1747 4.0147 -1.1372 0.111 0.009 0.055 0.62
C -1.0097 3.3027 -1.7312 -0.039 -0.013 -0.080 -1.25
N -1.5560 2.2221 -0.8443 0.057 -0.099 0.109 0.19
C -2.0808 2.7965 0.4252 -0.037 0.052 -0.007 -0.59
C -1.7969 1.9484 1.6319 -0.029 -0.015 0.064 0.47
C -2.4279 2.1970 2.8389 0.032 -0.005 -0.021 -1.07
C -2.0730 1.4535 3.9511 -0.008 0.001 0.010 -0.26
C -1.0944 0.4757 3.8318 0.009 0.005 -0.034 -0.95
C -0.5197 0.2658 2.5984 -0.014 0.046 0.064 -0.49
N -0.8673 0.9879 1.5177 0.059 -0.130 -0.120 0.62
C 0.2527 5.3994 -1.1900 0.035 0.028 0.036 -0.76
H 3.3146 5.8569 0.1865 -0.002 0.003 0.000 0.40
H -0.7467 2.8331 -2.6806 0.011 -0.001 0.019 0.43
H -1.8051 4.0249 -1.9259 0.020 0.006 -0.016 0.43
H -2.3374 1.8035 -1.3455 0.015 -0.073 0.037 0.28
H -3.1517 2.9854 0.3409 0.008 0.005 -0.014 0.55
H -1.5941 3.7630 0.5764 -0.008 -0.008 0.008 0.36
H -3.1808 2.9709 2.9032 -0.002 0.005 -0.001 0.52
H -2.5532 1.6360 4.9029 0.001 0.003 0.005 0.44
H -0.7827 -0.1180 4.6785 -0.002 -0.003 0.003 0.47
H 0.2426 -0.4848 2.4436 -0.008 -0.004 -0.002 0.70
H -0.5667 5.9652 -1.6154 -0.002 0.004 -0.004 0.45
C 1.8509 -6.7353 1.4798 0.006 0.023 0.002 -0.92
O 2.0491 -5.3187 1.3392 0.002 0.035 -0.018 -0.42
C 1.0856 -4.5695 0.8344 -0.015 -0.051 0.008 0.67
C -0.1626 -5.0718 0.4032 0.034 0.032 0.019 -0.87
C -1.0847 -4.2012 -0.0971 -0.030 0.007 -0.012 -1.65
C -0.8492 -2.8055 -0.2136 -0.024 -0.007 -0.022 0.58
C -1.8627 -1.9393 -0.6943 0.036 0.055 -0.045 0.99
C -3.2103 -2.3839 -1.1622 0.048 -0.004 0.016 -1.70
O -1.7039 -0.6716 -0.7453 -0.151 0.065 0.009 -0.21
C 0.4267 -2.3266 0.2283 0.156 -0.234 -0.068 0.40
O 0.7702 -1.0420 0.1805 -0.400 0.532 0.064 -0.37
C 1.3615 -3.2045 0.7428 -0.076 0.071 -0.014 -0.14
H 2.7769 -7.1126 1.8983 -0.009 -0.010 0.001 0.26
H 1.6705 -7.1929 0.5076 -0.003 -0.010 0.009 0.38
H 1.0266 -6.9365 2.1632 -0.001 -0.014 -0.009 0.39
H -0.3922 -6.1232 0.4750 -0.015 -0.001 -0.011 0.51
H -2.0362 -4.6010 -0.4109 0.006 -0.020 -0.001 0.26
H -3.3721 -3.4533 -1.1556 -0.003 0.001 -0.004 0.40
H -3.3506 -2.0071 -2.1765 -0.005 0.001 -0.003 0.34
H -3.9630 -1.9042 -0.5345 -0.006 -0.003 0.000 0.34
H 2.3167 -2.8335 1.0875 0.003 0.013 -0.012 0.57
N 2.2221 -1.7502 -3.3306 0.019 0.027 -0.074 -0.37
C 1.9946 -0.5941 -2.7268 0.240 0.269 0.078 0.77
N 2.9458 -0.0095 -2.0185 -0.049 -0.085 -0.030 -0.26
S 0.4496 0.1656 -2.9225 -0.280 -0.309 0.157 -0.36
H 3.1412 -2.1650 -3.3662 -0.006 0.002 -0.009 0.22
H 1.4993 -2.1464 -3.9084 -0.006 -0.025 0.007 0.25
H 3.8600 -0.4180 -1.8976 -0.009 -0.020 0.008 0.21
H 2.7572 0.8759 -1.5659 0.031 0.000 0.016 0.01
```
Forces are in eV/Å.